Molecular formula: C25H16BrMgN6O2
Method: DFT, the ωB97M-V functional and the def2-TZVPD basis

Calculated values
**Charge**: +1
**E_tot**: -4215.3995 Ha
**Largest force on an atom**: 0.0133 hartree/bohr
**ΔE to the lowest compared entry with this formula, charge and spin**: 0.0 kJ/mol
**Highest occupied orbital energy**: -11.3 eV
**HOMO-LUMO gap**: 6.96 eV
**2S+1**: 1

Element x y z (Å)
Mg1 -0.0103 -1.0975 -0.2577
C1 4.4260 -0.9874 -0.1575
C2 3.1208 -1.4561 -0.2236
N1 2.0977 -0.6121 -0.2398
C3 2.3598 0.7045 -0.1900
C4 3.6672 1.1526 -0.1452
N2 4.6974 0.3103 -0.1262
C5 1.1593 1.5988 -0.1591
C6 1.1969 2.9767 -0.0884
C7 -0.0020 3.6869 -0.0460
C8 -1.2035 2.9796 -0.0601
C9 -1.1699 1.6017 -0.1260
N3 -0.0064 0.9423 -0.1907
C10 -2.3713 0.7090 -0.1053
C11 -3.6721 1.1577 0.0312
N4 -4.7021 0.3166 0.0876
C12 -4.4368 -0.9801 0.0053
C13 -3.1384 -1.4491 -0.1426
N5 -2.1156 -0.6066 -0.1979
C14 0.0029 5.1702 0.0136
C15 -0.9108 5.9148 -0.7206
C16 -0.8596 7.2984 -0.6398
N6 0.0144 7.9571 0.1198
C17 0.8822 7.2345 0.8260
C18 0.9215 5.8488 0.8015
H1 5.2631 -1.6736 -0.1327
H2 2.8940 -2.5138 -0.2721
H3 3.9048 2.2089 -0.1224
H4 2.1370 3.5107 -0.0839
H5 -2.1413 3.5140 0.0026
H6 -3.9040 2.2130 0.1031
H7 -5.2733 -1.6653 0.0573
H8 -2.9173 -2.5060 -0.2236
H9 -1.6323 5.4347 -1.3708
H10 -1.5529 7.9050 -1.2107
H11 1.5806 7.7892 1.4417
H12 1.6390 5.3162 1.4140
Br1 0.0217 -9.4208 0.5054
C19 0.0126 -7.5452 0.3345
C20 0.0117 -6.7609 1.4792
C21 0.0051 -5.3828 1.3484
C22 -0.0006 -4.8016 0.0845
C23 0.0004 -5.6007 -1.0531
C24 0.0070 -6.9805 -0.9328
C25 -0.0071 -3.3270 -0.0510
O1 -0.0107 -2.7840 -1.2129
O2 -0.0084 -2.5797 0.9864
H13 0.0162 -7.2262 2.4553
H14 0.0042 -4.7468 2.2234
H15 -0.0043 -5.1341 -2.0294
H16 0.0077 -7.6142 -1.8090

Molecular formula: C25H16CuIN4O4
Method: DFT, the ωB97M-V functional and the def2-TZVPD basis

Calculated values
**Charge**: -1
**E_tot**: -3420.6221 Ha
**Largest force on an atom**: 0.0124 hartree/bohr
**Highest occupied orbital energy (spin up / spin down)**: -4.5 / -4.4 eV
**HOMO-LUMO gap (spin up / spin down)**: 6.39 / 6.34 eV
**<S²>**: 0.753
**2S+1**: 2

Element x y z (Å)
Cu1 0.6146 0.4183 -0.6886
O1 3.8704 -2.1034 -0.2151
C1 2.7343 -1.6617 -0.0221
N1 2.3658 -0.3669 -0.0862
C2 3.3118 0.6646 0.0101
C3 4.6965 0.5001 0.1139
C4 5.5281 1.6036 0.2667
C5 5.0012 2.8828 0.3122
C6 3.6281 3.0698 0.2098
C7 2.7825 1.9729 0.0671
N2 1.3951 2.0480 -0.1014
C8 0.6532 3.1407 0.0701
O2 0.9573 4.2468 0.5199
C9 -0.7487 2.9218 -0.4495
C10 -1.7915 3.7693 -0.1160
C11 -3.0215 3.5761 -0.7189
C12 -3.1526 2.5734 -1.6693
C13 -2.0649 1.7583 -1.9281
N3 -0.8936 1.9119 -1.3146
C14 1.7062 -2.6959 0.4056
C15 1.9148 -4.0091 -0.0045
C16 1.1065 -5.0112 0.4950
C17 0.1261 -4.6805 1.4147
C18 -0.0090 -3.3486 1.7648
N4 0.7554 -2.3699 1.2815
H1 5.1037 -0.4958 0.0735
H2 6.5986 1.4525 0.3456
H3 5.6491 3.7448 0.4208
H4 3.2012 4.0603 0.2315
H5 -1.6035 4.5619 0.5953
H6 -3.8679 4.1965 -0.4519
H7 -4.0843 2.4243 -2.1977
H8 -2.1210 0.9627 -2.6617
H9 2.7150 -4.2085 -0.7026
H10 1.2457 -6.0375 0.1785
H11 -0.5156 -5.4336 1.8520
H12 -0.7700 -3.0480 2.4784
I1 -6.1138 0.5270 2.0563
C19 -4.4767 -0.2806 1.0045
C20 -3.1901 -0.0517 1.4581
C21 -2.1177 -0.5470 0.7259
C22 -2.3332 -1.2598 -0.4488
C23 -3.6390 -1.5062 -0.8607
C24 -4.7203 -1.0156 -0.1440
C25 -1.2170 -1.7836 -1.3496
O3 -1.4184 -2.8699 -1.8792
O4 -0.1457 -1.0867 -1.5222
H13 -3.0139 0.5246 2.3569
H14 -1.1046 -0.3747 1.0739
H15 -3.7941 -2.0826 -1.7638
H16 -5.7327 -1.1841 -0.4859

Molecular formula: C25H17AuIN3
Method: DFT, the ωB97M-V functional and the def2-TZVPD basis

Calculated values
**Charge**: +2
**E_tot**: -1560.0086 Ha
**Largest force on an atom**: 0.0203 hartree/bohr
**Highest occupied orbital energy**: -13.5 eV
**HOMO-LUMO gap**: 6.27 eV
**2S+1**: 1

Element x y z (Å)
Au1 0.3918 -0.1429 -0.0004
C1 0.1632 -0.0352 4.3183
C2 1.4708 -0.3242 4.6582
C3 2.4040 -0.5567 3.6518
C4 2.0124 -0.4845 2.3335
N1 0.7194 -0.1636 2.0174
C5 -0.1810 0.0387 2.9789
C6 2.9320 -0.7466 1.1908
C7 4.2881 -1.0295 1.2194
C8 4.9460 -1.1832 0.0028
C9 4.2897 -1.0293 -1.2146
C10 2.9335 -0.7466 -1.1877
N2 2.3340 -0.6649 0.0012
C11 2.0154 -0.4842 -2.3316
C12 2.4088 -0.5557 -3.6492
C13 1.4771 -0.3227 -4.6570
C14 0.1689 -0.0339 -4.3188
C15 -0.1772 0.0393 -2.9799
N3 0.7218 -0.1635 -2.0172
H1 -0.5926 0.1386 5.0705
H2 1.7707 -0.3780 5.6960
H3 3.4269 -0.8007 3.8998
H4 -1.1851 0.2739 2.6533
H5 4.8330 -1.1212 2.1474
H6 6.0040 -1.4095 0.0035
H7 4.8358 -1.1209 -2.1420
H8 3.4321 -0.7995 -3.8960
H9 1.7785 -0.3759 -5.6943
H10 -0.5857 0.1402 -5.0721
H11 -1.1818 0.2742 -2.6556
I1 -1.5751 -2.5528 0.0003
C16 -3.0385 -1.0577 -0.0007
C17 -4.3354 -1.4846 -0.0007
C18 -5.3932 -0.5557 -0.0014
C19 -5.1232 0.7781 -0.0017
C20 -3.7873 1.2499 -0.0018
C21 -3.5365 2.6421 -0.0022
C22 -2.2643 3.1278 -0.0023
C23 -1.1794 2.2285 -0.0020
C24 -1.3849 0.8718 -0.0014
C25 -2.6992 0.3263 -0.0013
H12 -4.5612 -2.5426 -0.0003
H13 -6.4122 -0.9170 -0.0014
H14 -5.9264 1.5036 -0.0020
H15 -4.3839 3.3157 -0.0025
H16 -2.0774 4.1928 -0.0027
H17 -0.1766 2.6419 -0.0021

Molecular formula: C25H17BrN5OPt
Method: DFT, the ωB97M-V functional and the def2-TZVPD basis

Calculated values
**Charge**: +1
**E_tot**: -4005.0457 Ha
**Largest force on an atom**: 0.0130 hartree/bohr
**Highest occupied orbital energy**: -10.2 eV
**HOMO-LUMO gap**: 6.17 eV
**2S+1**: 1

Element x y z (Å)
Pt1 0.7148 1.7105 -0.2579
C1 -2.6387 4.0861 1.1313
C2 -2.1446 4.5766 2.3275
C3 -0.8203 4.3400 2.6540
C4 -0.0395 3.5785 1.8023
N1 -0.5629 3.0043 0.6957
C5 -1.8148 3.3069 0.3433
C6 1.4185 3.4084 1.9417
C7 2.1879 3.9461 2.9571
C8 3.5600 3.7490 2.9377
C9 4.1295 3.0306 1.9001
C10 3.3097 2.5256 0.9086
N2 1.9878 2.7174 0.9367
H1 -3.6455 4.3010 0.8045
H2 -2.7700 5.1687 2.9813
H3 -0.3946 4.7632 3.5515
H4 -2.1446 2.9244 -0.6094
H5 1.7288 4.5175 3.7498
H6 4.1767 4.1578 3.7262
H7 5.1941 2.8546 1.8524
H8 3.6804 1.9518 0.0702
Br1 -2.2102 -3.9934 3.1163
C11 -1.6864 -4.2459 1.3171
C12 -2.6254 -4.6447 0.3805
C13 -2.2291 -4.8193 -0.9362
C14 -0.9223 -4.5471 -1.3186
C15 0.0235 -4.1932 -0.3600
C16 -0.3595 -4.0479 0.9620
N3 -0.6152 -4.7750 -2.7023
N4 0.1186 -4.0264 -3.3591
C17 0.5847 -2.7756 -2.8369
C18 1.9361 -2.5496 -2.8493
C19 2.5010 -1.4032 -2.2683
C20 1.6915 -0.4436 -1.7067
O1 2.1515 0.6506 -1.1141
C21 0.2853 -0.6037 -1.8139
N5 -0.4768 0.4337 -1.3192
C22 -1.7876 0.3289 -1.3754
C23 -2.4360 -0.7630 -1.9658
C24 -1.6974 -1.7916 -2.4765
C25 -0.2903 -1.7557 -2.3775
H9 -3.6473 -4.8334 0.6776
H10 -2.9333 -5.1610 -1.6844
H11 1.0590 -4.0444 -0.6341
H12 0.3694 -3.7832 1.7153
H13 2.5793 -3.3107 -3.2728
H14 3.5738 -1.2679 -2.2528
H15 -2.3709 1.1396 -0.9726
H16 -3.5150 -0.7661 -2.0155
H17 -2.1836 -2.6263 -2.9614